i:
# C4H4OS2

A single C4H4OS2 molecule (wB97M-V/def2-TZVPD, OMol25).

net charge = 0
SMILES = C=C(C=S)C(O)=S
Kohn-Sham gap = 0.261 Ha
HOMO = -8.809 eV
spin multiplicity = 1

Last column: natural (NBO) charge in e.
Geometry (Å):
C -1.081 -0.419 -0.026  0.090
C 0.180 0.309 -0.116  -0.219
C 0.251 1.749 0.204  -0.166
C 1.341 -0.614 -0.073  -0.307
H -1.955 -2.018 0.275  0.495
H -0.592 2.387 0.165  0.210
H 1.210 2.270 0.396  0.220
H 1.049 -1.659 -0.743  0.238
O -0.888 -1.757 0.291  -0.673
S -2.489 0.065 -0.238  0.040
S 2.975 -0.313 -0.136  0.072

ii:
# C4H4OS2

A single C4H4OS2 molecule (wB97M-V/def2-TZVPD, OMol25).

net charge = 0
SMILES = O=CC(=S)[C@H]1CS1
Kohn-Sham gap = 0.280 Ha
HOMO = -9.253 eV
spin multiplicity = 1

Last column: natural (NBO) charge in e.
Geometry (Å):
C 1.941 -0.586 -0.475  0.379
C 0.727 0.325 -0.191  -0.173
C -0.535 -0.327 0.175  -0.436
C -1.684 0.450 0.642  -0.437
H 2.779 -0.030 -0.944  0.140
H -0.405 -1.319 0.621  0.266
H -2.373 0.072 1.349  0.235
H -1.580 1.565 0.597  0.246
O 1.971 -1.774 -0.236  -0.487
S 1.009 1.918 -0.494  0.119
S -1.850 -0.293 -1.045  0.149

iii:
# C4H4OS2

A single C4H4OS2 molecule (wB97M-V/def2-TZVPD, OMol25).

net charge = 0
SMILES = SSc1ccco1
Kohn-Sham gap = 0.296 Ha
HOMO = -7.737 eV
spin multiplicity = 1

Last column: natural (NBO) charge in e.
Geometry (Å):
C -1.875 0.052 0.000  -0.295
C -0.903 1.082 0.000  -0.334
C -1.192 -1.122 0.000  0.069
C 0.300 0.438 0.000  0.111
O 0.138 -0.895 0.000  -0.412
S 2.967 -0.716 0.000  -0.105
S 1.924 1.084 0.000  0.160
H -2.938 0.178 0.000  0.231
H -1.062 2.139 0.000  0.234
H -1.507 -2.146 0.000  0.207
H 4.147 -0.094 0.000  0.134

iii is favored, and the nearest alternative lies 0.595 eV above it.